The following is a quantum chemistry calculation of a cluster of 13 separate species, C72H176N10O24 in total at a distorted geometry, from the OMol25 dataset.

Summary:
2S+1 = 2
gap between HOMO and LUMO (spin up / spin down) = 0.2493 / 0.1089 Eh
net charge = +1

Last column: Mulliken charge in e.
CARTESIAN COORDINATES (ANGSTROEM)
C: -0.85150 -2.36809 5.11305  -0.279
O: -1.72251 -1.27375 5.45589  -0.538
C: -1.16136 0.02203 5.26774  0.810
C: -2.22501 1.11965 5.31947  -0.123
N: -2.72653 1.26669 6.66377  -0.438
C: -3.60509 2.45597 6.82669  -0.764
C: -4.93114 2.44548 5.98433  -0.078
O: -5.56956 1.21201 6.18537  -0.342
C: -6.78693 1.03109 5.43125  -0.575
H: 0.19944 -2.36535 5.40224  0.209
H: -0.79699 -2.46725 4.02894  -0.190
H: -1.21378 -3.31475 5.51390  0.493
H: -0.63147 0.10052 4.31845  -0.777
H: -0.46002 0.17946 6.08714  0.392
H: -3.09064 0.91197 4.69045  0.570
H: -1.70062 2.02876 5.02515  -0.369
H: -3.20707 0.39617 6.84089  0.401
H: -3.05762 3.35339 6.53858  0.153
H: -3.75782 2.56363 7.90055  0.401
H: -4.77337 2.67124 4.92970  -0.127
H: -5.64766 3.17184 6.36786  0.610
H: -6.63236 1.13794 4.35757  0.121
H: -7.56244 1.71205 5.78195  0.314
H: -7.08604 -0.01604 5.47751  0.270
C: 2.81807 -0.59893 6.00786  -0.943
O: 2.23936 0.59622 5.47609  0.098
C: 2.75615 1.88072 5.85856  -0.926
C: 1.80606 2.81955 5.04293  0.354
N: 1.66611 4.19487 5.47693  -0.046
C: 2.82454 5.00303 5.29994  -1.192
C: 3.23998 5.22827 3.77724  -0.829
O: 2.26397 5.84368 2.90390  0.670
C: 1.96846 7.17428 3.25523  -1.249
H: 3.88154 -0.62271 5.77003  0.448
H: 2.29540 -1.39692 5.48050  0.041
H: 2.69582 -0.70518 7.08576  0.330
H: 3.78314 2.04770 5.53373  0.385
H: 2.78776 2.06161 6.93298  0.398
H: 0.80431 2.39984 5.13484  -0.181
H: 1.84855 2.77608 3.95463  -0.341
H: 1.44704 4.18388 6.46283  0.331
H: 3.70541 4.64862 5.83525  0.402
H: 2.57256 5.99585 5.67266  0.503
H: 3.55282 4.24281 3.43212  0.281
H: 4.13023 5.85512 3.72603  0.661
H: 1.44952 7.32120 4.20244  0.205
H: 1.34195 7.66328 2.50927  0.315
H: 2.93387 7.68017 3.26825  0.429
C: -5.36863 0.08779 -3.63625  -0.827
O: -4.46816 1.16925 -3.91220  -0.380
C: -4.40956 2.15706 -2.84357  -0.350
C: -3.24890 3.10994 -3.20531  -1.015
N: -2.01791 2.30068 -3.32978  0.560
C: -0.84442 3.08395 -3.54508  -1.267
C: 0.45950 2.23066 -3.73084  0.759
O: 0.57819 1.44164 -4.89747  0.046
C: 0.62473 2.15173 -6.13198  -1.042
H: -5.16163 -0.70706 -4.35281  0.257
H: -6.42105 0.34692 -3.75185  0.323
H: -5.23282 -0.32914 -2.63834  0.321
H: -4.14995 1.74737 -1.86742  0.013
H: -5.35251 2.66398 -2.63868  0.565
H: -3.02541 3.79472 -2.38725  0.486
H: -3.36892 3.61757 -4.16240  0.371
H: -2.29634 1.63404 -4.03559  0.115
H: -0.72786 3.76740 -2.70400  0.099
H: -0.89630 3.79222 -4.37198  0.884
H: 0.54504 1.57746 -2.86244  -0.412
H: 1.33754 2.87627 -3.71230  -0.089
H: -0.04566 2.99832 -6.28014  0.338
H: 0.62493 1.46953 -6.98211  0.187
H: 1.61877 2.59885 -6.14006  0.392
C: -6.61591 -1.38496 -10.92756  -0.769
O: -5.29387 -1.26239 -10.47043  -0.312
C: -4.66253 -2.53451 -10.34515  -0.615
C: -3.16573 -2.45379 -10.07174  -0.711
N: -2.96191 -1.92851 -8.72090  -0.263
C: -1.52214 -1.80139 -8.62841  -0.996
C: -1.02977 -1.40394 -7.24890  -0.459
O: -1.32978 -2.36705 -6.19794  -0.484
C: -1.15507 -1.82671 -4.92047  0.437
H: -7.10062 -0.40940 -10.96537  0.265
H: -7.13476 -1.94349 -10.14849  0.329
H: -6.77970 -2.03729 -11.78531  0.307
H: -4.82503 -3.05502 -11.28894  0.413
H: -5.13031 -3.10328 -9.54154  0.343
H: -2.76947 -1.91052 -10.92961  0.384
H: -2.81993 -3.46681 -10.27741  0.400
H: -3.19778 -2.62905 -8.03263  0.225
H: -1.09972 -1.11393 -9.36124  0.426
H: -1.00368 -2.72740 -8.87700  0.378
H: -1.57801 -0.50509 -6.96677  0.336
H: 0.00585 -1.06624 -7.20929  0.389
H: -1.61632 -2.43513 -4.14254  0.106
H: -1.66828 -0.86674 -4.86425  -0.047
H: -0.12944 -1.64346 -4.60014  -0.068
C: 5.07162 -1.18629 0.69434  -1.171
O: 4.28967 -2.10074 1.40129  0.171
C: 4.58490 -3.43087 1.10826  -1.085
C: 3.90353 -4.30894 2.15577  -0.008
N: 4.61586 -4.11691 3.38966  -0.503
C: 3.96611 -4.97860 4.42418  -0.292
C: 4.55450 -4.56938 5.78226  -1.070
O: 3.96430 -3.44332 6.38425  -0.109
C: 4.29773 -3.33140 7.77542  -0.771
H: 4.86180 -0.17226 1.03468  0.278
H: 4.80257 -1.35272 -0.34873  0.366
H: 6.12944 -1.43528 0.61000  0.526
H: 5.65940 -3.61343 1.12303  0.489
H: 4.14489 -3.64323 0.13389  0.368
H: 3.88388 -5.32823 1.77007  0.465
H: 2.87397 -3.95196 2.18184  -0.142
H: 4.58165 -3.15201 3.68613  0.307
H: 4.14533 -6.02459 4.17542  0.413
H: 2.89814 -4.78786 4.52982  0.115
H: 5.63645 -4.45023 5.72493  0.399
H: 4.48594 -5.45560 6.41315  0.574
H: 3.86677 -4.18086 8.30532  0.347
H: 3.81316 -2.42212 8.13108  0.196
H: 5.35233 -3.28025 8.04619  0.316
C: 3.63291 0.40843 -3.37255  -0.059
O: 4.81185 0.71742 -2.67784  -0.552
C: 4.69987 1.79179 -1.77782  -0.199
C: 5.93663 2.02081 -0.93366  -1.352
N: 6.98323 2.62443 -1.71510  -0.102
C: 8.16227 2.54917 -0.85175  -0.526
C: 9.34620 2.74622 -1.80776  -0.944
O: 9.87880 1.67815 -2.60708  -0.361
C: 10.12433 0.50600 -1.80039  -0.626
H: 2.84697 0.21051 -2.64370  -0.316
H: 3.81053 -0.46517 -3.99974  0.393
H: 3.21073 1.20616 -3.98370  0.201
H: 3.83615 1.52138 -1.17038  0.164
H: 4.51138 2.73016 -2.29940  0.392
H: 6.27650 1.03874 -0.60484  0.922
H: 5.70104 2.76002 -0.16803  0.302
H: 7.11629 2.12206 -2.58113  0.374
H: 8.25321 1.69534 -0.18034  0.453
H: 8.18784 3.36082 -0.12465  0.289
H: 10.18229 3.09660 -1.20254  0.547
H: 9.03789 3.56589 -2.45676  0.328
H: 10.71804 -0.20909 -2.36981  0.268
H: 9.19196 -0.00483 -1.55987  0.171
H: 10.78149 0.74329 -0.96377  0.325
C: -1.84599 -10.65620 3.30048  -0.780
O: -1.80691 -9.36663 2.66782  -0.292
C: -2.63881 -8.39612 3.25886  -0.149
C: -1.87979 -7.69106 4.31040  -0.907
N: -0.73347 -6.95334 3.72380  -0.407
C: -1.09675 -5.66256 3.13561  0.046
C: -0.12838 -5.44150 1.92322  0.118
O: -0.05772 -6.48080 0.96180  -0.387
C: 0.84353 -6.28618 -0.10233  -0.482
H: -1.57423 -10.65958 4.35605  0.285
H: -1.12693 -11.38513 2.92669  0.283
H: -2.83942 -11.08923 3.18353  0.311
H: -3.53321 -8.82774 3.70813  0.434
H: -3.04678 -7.67036 2.55534  0.000
H: -1.59363 -8.29958 5.16825  0.419
H: -2.62572 -7.00653 4.71425  0.348
H: -0.17801 -7.41931 3.02064  0.385
H: -0.88312 -4.86993 3.85269  -0.354
H: -2.16393 -5.59641 2.92380  0.232
H: 0.90152 -5.22328 2.20567  0.359
H: -0.41014 -4.48005 1.49389  0.135
H: 0.36469 -5.66147 -0.85634  0.192
H: 1.09505 -7.24621 -0.55308  0.324
H: 1.77187 -5.83598 0.24926  0.048
C: -2.77870 -4.87871 -1.55141  -0.367
O: -4.14022 -4.74572 -1.10859  -0.367
C: -4.37989 -5.42936 0.09436  -0.197
C: -5.90818 -5.33880 0.39473  -0.703
N: -6.65301 -6.39031 -0.29872  -0.327
C: -8.06450 -6.37772 0.14349  -0.611
C: -8.95132 -7.11548 -0.90235  -0.589
O: -8.66366 -6.70811 -2.21408  -0.398
C: -9.13445 -5.38640 -2.56186  -0.675
H: -2.39957 -5.90028 -1.52403  0.370
H: -2.14524 -4.18039 -1.00443  -0.129
H: -2.64167 -4.58908 -2.59325  0.311
H: -3.70649 -5.13044 0.89765  -0.007
H: -4.10770 -6.48064 0.00041  0.413
H: -6.39508 -4.39380 0.15386  0.393
H: -6.06960 -5.47868 1.46360  0.345
H: -6.59042 -6.49422 -1.30141  0.310
H: -8.47257 -5.37731 0.28758  0.290
H: -8.11288 -6.90187 1.09797  0.385
H: -10.03002 -7.07537 -0.75102  0.418
H: -8.73026 -8.17958 -0.81907  0.315
H: -9.39695 -5.30351 -3.61653  0.279
H: -8.35474 -4.65664 -2.34367  0.204
H: -10.00174 -5.03509 -2.00284  0.325
C: 4.64978 7.83836 -1.04352  -1.961
C: 4.53130 6.42006 -1.61320  1.491
C: 3.78176 5.47004 -0.61784  -0.221
C: 2.24852 5.68229 -0.64284  -0.550
C: 1.64165 5.53300 -2.08087  0.455
C: 2.40285 6.43176 -3.14833  1.449
N: 3.86665 6.45190 -2.91124  1.351
O: 4.63977 6.90490 -3.93395  -0.425
C: 2.04632 5.84720 -4.58305  -1.694
C: 1.78819 7.82054 -3.10985  -1.939
C: 5.99039 5.85978 -1.75239  -1.992
H: 5.26471 8.45098 -1.70281  0.455
H: 5.17713 7.85057 -0.08966  0.444
H: 3.71417 8.37231 -0.87727  0.282
H: 4.06520 4.44596 -0.86079  -0.991
H: 4.12193 5.68888 0.39433  0.763
H: 2.07808 6.67786 -0.23311  0.185
H: 1.78919 4.97995 0.05275  0.081
H: 0.60188 5.85617 -2.03047  0.674
H: 1.58124 4.51045 -2.45348  -1.372
H: 1.02508 5.49308 -4.72365  0.308
H: 2.31591 6.53877 -5.38126  0.430
H: 2.61027 4.92530 -4.72499  0.430
H: 1.76950 8.24515 -2.10613  0.334
H: 2.37792 8.44310 -3.78271  0.459
H: 0.79091 7.82747 -3.54972  0.494
H: 5.95254 4.86222 -2.19004  0.406
H: 6.54081 5.82201 -0.81234  0.372
H: 6.56436 6.55782 -2.36182  0.548
H: 4.99058 6.14967 -4.41160  0.342
C: 0.15094 -1.44280 -1.38245  -1.508
C: -0.13668 -0.71012 -0.06530  2.343
C: 1.18272 -0.56350 0.67997  -1.306
C: 1.27325 0.40396 1.88013  -0.164
C: 0.67665 1.69604 1.42206  0.543
C: -0.70825 1.60520 0.76083  3.571
N: -0.67178 0.59981 -0.29450  1.244
O: -1.71606 0.47279 -1.14892  -0.360
C: -1.84497 1.49814 1.78366  -0.628
C: -0.92786 2.95049 0.08233  -0.645
C: -0.98879 -1.59164 0.93651  0.453
H: 0.88240 -0.90951 -1.98963  -0.466
H: -0.75861 -1.56950 -1.96963  0.299
H: 0.53655 -2.42048 -1.09339  0.689
H: 1.62952 -1.52234 0.94281  0.636
H: 1.88419 -0.10180 -0.01492  -0.916
H: 2.34224 0.51562 2.06153  1.031
H: 0.79777 0.07458 2.80399  -0.999
H: 1.34161 2.32481 0.82996  -0.343
H: 0.60174 2.21897 2.37550  -1.362
H: -2.79250 1.31726 1.27613  0.185
H: -1.73229 0.69311 2.50984  -0.293
H: -1.91728 2.40934 2.37746  -0.294
H: -1.92363 3.02226 -0.35516  -0.325
H: -0.91019 3.78974 0.77763  -0.243
H: -0.27702 2.94761 -0.79203  -0.524
H: -0.67370 -1.55972 1.97949  -0.746
H: -0.85471 -2.62513 0.61710  -1.159
H: -2.03957 -1.32232 0.82958  0.341
H: -1.47162 0.91878 -1.96312  -0.017
C: 2.03119 -3.49252 -3.27676  0.558
C: 2.62990 -3.93477 -4.61627  -0.704
O: 3.98586 -4.10674 -4.54286  -0.541
O: 1.90911 -4.59576 -2.42543  -0.338
H: 0.99889 -3.20306 -3.47345  -0.203
H: 2.52967 -2.67354 -2.75820  -0.095
H: 2.49659 -3.13884 -5.34895  0.311
H: 2.24920 -4.87042 -5.02580  0.453
H: 4.25564 -4.57832 -5.33433  0.334
H: 2.70206 -5.12437 -2.54117  0.300
C: -1.54145 6.56271 3.81866  -0.693
C: -1.54861 5.06478 4.11808  -0.236
O: -0.41034 4.34452 3.47428  1.120
O: -1.28986 6.81886 2.36026  -0.618
H: -0.73943 7.06799 4.35676  0.138
H: -2.49869 7.02025 4.06858  0.446
H: -2.45321 4.53804 3.81418  -0.042
H: -1.49277 4.86005 5.18722  0.394
H: 0.25340 4.23713 4.15949  -0.503
H: -0.49808 6.30976 2.17183  0.119
C: -5.70517 2.69154 1.94250  -0.093
C: -4.78080 3.61214 1.18143  1.439
O: -5.41366 4.90442 0.95104  -0.677
O: -6.59087 2.18430 0.91202  -0.592
H: -6.35933 3.07279 2.72661  0.292
H: -5.17717 1.83406 2.35967  0.048
H: -4.39721 3.12050 0.28742  -0.267
H: -3.88487 3.91687 1.72229  -0.802
H: -4.75533 5.59257 0.83002  0.389
H: -6.96784 2.96985 0.50901  0.351